A structure of composition C31H30N2OS6Ta. Source: OMol25; level of theory: ωB97M-V/def2-TZVPD.

Calculated values
charge	+1
orbital gap	0.2258	Ha
HOMO energy	-10.37	eV
LUMO level	-4.23	eV

Each line ends with the Löwdin charge.
Atoms and positions in Å:
Ta1 -1.99 -0.01 -0.85  0.73
S1 -2.59 0.17 -3.13  0.60
S2 -0.72 2.05 -0.94  0.62
S3 -3.58 1.70 -0.20  0.52
S4 -1.55 -0.20 1.64  0.58
S5 0.51 -0.78 -0.71  0.90
S6 -4.06 -1.53 0.09  0.92
O1 1.94 2.55 3.13  0.09
N1 -1.66 -2.50 -1.48  0.03
N2 3.64 2.16 4.64  0.02
C1 -3.87 2.28 -4.28  -0.11
C2 -3.13 -2.46 1.31  -0.52
C3 -4.69 3.41 -4.31  -0.08
C4 -2.93 -4.28 2.88  -0.08
C5 -0.46 -3.12 -1.55  -0.30
C6 1.44 2.68 -2.49  -0.08
C7 3.93 3.88 2.84  -0.11
C8 -2.73 -3.32 -1.48  -0.30
C9 -0.28 -4.53 -1.42  0.02
C10 -5.20 3.93 -3.11  -0.07
C11 -3.53 1.65 -3.03  -0.67
C12 -3.93 2.26 -1.85  -0.66
C13 -1.41 -5.33 -1.38  -0.04
C14 3.34 1.28 -2.79  -0.06
C15 -2.64 -4.74 -1.41  0.00
C16 -4.77 3.41 -1.90  -0.11
C17 0.77 1.67 -1.79  -0.64
C18 2.68 0.25 -2.10  -0.08
C19 -1.45 -2.37 3.08  -0.11
C20 4.05 0.82 4.30  -0.21
C21 2.71 2.47 -2.98  -0.06
C22 0.72 -2.23 -1.69  -0.38
C23 -4.10 -2.71 -1.29  -0.37
C24 4.71 0.69 2.86  -0.18
C25 3.04 2.87 3.54  -0.45
C26 -1.85 -3.65 3.51  -0.05
C27 5.62 1.85 2.40  -0.18
C28 -2.14 -1.77 2.03  -0.69
C29 -3.51 -3.73 1.75  -0.10
C30 1.42 0.46 -1.63  -0.51
C31 4.85 3.14 1.85  -0.17
H1 -3.57 -5.31 -1.30  0.13
H2 5.62 3.76 1.43  0.10
H3 -4.87 3.90 -5.28  0.12
H4 3.12 0.21 4.28  0.11
H5 4.31 1.04 -3.16  0.11
H6 4.51 4.44 3.54  0.11
H7 6.32 1.57 1.61  0.10
H8 1.52 -2.80 -1.22  0.09
H9 -1.38 -4.10 4.37  0.11
H10 -3.25 -5.27 3.26  0.12
H11 0.72 -4.99 -1.42  0.13
H12 -4.79 -3.49 -1.05  0.07
H13 -4.57 -2.26 -2.18  0.10
H14 0.90 3.58 -2.69  0.11
H15 3.18 3.25 -3.55  0.11
H16 -4.45 -4.17 1.33  0.13
H17 4.69 0.33 5.08  0.13
H18 -0.64 -1.84 3.55  0.10
H19 4.23 2.83 1.02  0.10
H20 5.29 -0.20 2.89  0.08
H21 -3.45 1.84 -5.18  0.10
H22 -5.01 3.89 -0.97  0.09
H23 -5.90 4.77 -3.08  0.12
H24 3.29 4.50 2.26  0.11
H25 4.47 2.63 5.05  0.13
H26 3.94 0.57 2.11  0.10
H27 6.32 2.11 3.26  0.12
H28 3.22 -0.68 -1.97  0.11
H29 -1.32 -6.44 -1.30  0.14
H30 0.95 -2.04 -2.76  0.14

A structure of composition C31H31GeKN4O4Se. Source: OMol25; level of theory: ωB97M-V/def2-TZVPD.

Calculated values
relative energy (zero: lowest compared OMol25 entry of this formula, charge and spin)	25.0	kcal/mol
charge	-2
orbital gap	0.2143	Ha
HOMO energy	-1.71	eV
LUMO level	4.12	eV

Each line ends with the Löwdin charge.
Atoms and positions in Å:
Se1 2.88 -0.47 1.26  0.86
Ge1 5.92 -1.35 0.45  0.72
K1 -0.33 0.89 0.26  0.76
O1 -4.51 2.32 -2.38  0.05
O2 0.42 0.68 -2.29  -0.12
O3 -2.81 1.61 1.32  -0.06
O4 -2.29 2.36 -0.71  -0.12
N1 -1.04 1.09 -6.77  0.07
N2 2.54 -0.66 -4.91  0.08
N3 -1.42 1.54 -3.29  0.18
N4 -1.37 -1.82 0.47  0.14
C1 -4.18 0.92 -0.48  -0.05
C2 -3.05 -4.01 0.89  -0.03
C3 5.34 -3.17 0.00  -0.23
C4 -0.20 0.93 -3.34  -0.56
C5 1.53 -0.11 -4.78  -0.27
C6 0.21 -0.85 2.70  -0.15
C7 0.29 0.55 -4.65  -0.23
C8 6.46 -1.31 2.34  -0.23
C9 -1.64 -2.00 -1.89  0.02
C10 -6.08 -0.86 -1.52  -0.11
C11 -0.14 -0.04 5.02  -0.14
C12 -3.10 -3.68 -2.83  -0.10
C13 -2.80 -3.57 -0.44  -0.18
C14 -4.81 1.18 -1.69  -0.26
C15 -1.93 -2.47 -0.59  -0.21
C16 -1.84 -1.37 4.00  -0.08
C17 0.61 -0.15 3.85  -0.20
C18 2.06 -1.58 -0.11  -0.39
C19 -3.02 1.73 0.10  -0.69
C20 -4.54 -0.24 0.20  -0.02
C21 -0.44 0.84 -5.81  -0.30
C22 -1.64 -2.22 1.70  -0.23
C23 -1.06 -1.46 2.84  -0.24
C24 -2.48 -3.35 1.93  -0.02
C25 7.48 -0.91 -0.66  -0.24
C26 -1.38 -0.66 5.10  -0.14
C27 4.49 -0.06 0.18  -0.62
C28 -2.22 -2.58 -2.98  -0.06
C29 -5.47 -1.14 -0.30  -0.10
C30 -3.38 -4.17 -1.58  -0.06
C31 -5.76 0.30 -2.20  -0.04
H1 -0.96 -1.17 -1.99  0.09
H2 4.83 0.94 0.46  0.00
H3 4.19 -0.01 -0.87  0.02
H4 7.00 -0.39 2.57  0.01
H5 1.58 0.36 3.84  0.04
H6 -2.01 -2.20 -3.97  0.10
H7 -1.73 1.95 -2.41  0.06
H8 -6.24 0.53 -3.15  0.10
H9 -3.56 -4.13 -3.70  0.09
H10 7.11 -2.15 2.58  0.01
H11 4.53 -3.48 0.66  0.01
H12 8.29 -1.63 -0.52  0.00
H13 -4.05 -5.01 -1.45  0.10
H14 4.99 -3.21 -1.03  0.02
H15 7.20 -0.92 -1.72  0.01
H16 -2.64 -3.69 2.95  0.10
H17 -4.98 2.30 -3.22  0.10
H18 -2.83 -1.82 4.05  0.09
H19 -3.69 -4.87 1.05  0.11
H20 5.57 -1.36 2.96  0.00
H21 6.17 -3.87 0.11  0.01
H22 2.77 -2.35 -0.44  0.00
H23 7.86 0.08 -0.42  0.01
H24 1.20 -2.03 0.37  -0.01
H25 -5.70 -2.05 0.24  0.09
H26 -1.86 1.84 -4.15  0.08
H27 0.23 0.53 5.87  0.08
H28 1.76 -0.97 -0.95  0.01
H29 -4.04 -0.43 1.14  0.11
H30 -2.00 -0.56 5.99  0.08
H31 -6.81 -1.55 -1.94  0.09

A structure of composition C31H31INO6RhTe. Source: OMol25; level of theory: ωB97M-V/def2-TZVPD.

Calculated values
relative energy (zero: lowest compared OMol25 entry of this formula, charge and spin)	0.0	kcal/mol
charge	-1
orbital gap (spin up / spin down)	0.2711 / 0.2645	Ha
HOMO energy (spin up / spin down)	-4.97 / -4.84	eV
multiplicity	2
LUMO level (spin up / spin down)	2.41 / 2.36	eV

Each line ends with the Mulliken spin population.
Atoms and positions in Å:
I1 -3.33 -1.34 0.08  0.00
Te1 0.30 -1.05 -0.23  -0.01
Rh1 -2.21 0.95 -0.69  0.89
O1 0.89 1.93 2.14  0.01
O2 -1.61 2.87 -1.23  0.02
O3 -0.33 -1.95 -2.66  0.00
O4 -0.45 0.81 0.71  0.08
O5 -3.35 1.98 0.83  0.00
O6 -0.25 4.53 -0.61  0.00
N1 -0.75 0.09 -1.72  0.00
C1 1.57 -1.36 1.54  0.01
C2 3.27 0.52 1.21  0.00
C3 3.40 0.79 -2.63  0.00
C4 -1.12 3.70 -0.38  0.01
C5 3.74 -2.60 5.06  0.00
C6 1.84 -2.85 3.42  0.00
C7 2.86 -1.80 -1.71  0.00
C8 -4.07 3.74 2.13  0.00
C9 3.98 -1.54 -2.49  0.00
C10 -2.39 -1.65 -4.52  0.00
C11 2.03 -0.73 -1.39  0.00
C12 -0.12 -3.27 1.98  0.00
C13 -3.68 2.55 3.03  0.00
C14 -3.39 -1.47 -5.46  0.01
C15 -2.72 1.78 2.12  0.00
C16 -0.96 -0.87 -2.64  -0.03
C17 2.27 0.55 -1.86  0.00
C18 -1.40 2.56 2.01  0.03
C19 -1.80 3.70 1.01  -0.01
C20 1.12 -2.46 2.29  0.00
C21 4.26 -0.26 -2.94  0.00
C22 -3.30 3.42 0.84  0.01
C23 2.97 -2.17 3.84  0.00
C24 2.55 -3.20 -1.24  0.00
C25 -4.00 -0.23 -5.60  0.00
C26 3.38 -1.07 3.10  0.00
C27 -3.59 0.83 -4.80  -0.01
C28 -1.99 -0.60 -3.71  -0.01
C29 -2.59 0.65 -3.86  0.02
C30 -0.18 1.73 1.62  -0.03
C31 2.70 -0.65 1.96  0.00
H1 -4.79 -0.09 -6.32  0.00
H2 -2.25 1.48 -3.26  0.04
H3 2.51 1.11 0.72  0.00
H4 -4.05 1.80 -4.91  0.00
H5 -2.63 0.72 2.32  -0.01
H6 -0.16 -4.14 2.64  0.00
H7 3.60 1.79 -2.99  0.00
H8 -5.14 3.76 1.94  0.00
H9 -1.90 -2.61 -4.39  0.00
H10 -1.03 -2.69 2.12  0.00
H11 -4.54 1.93 3.28  0.00
H12 4.64 -2.36 -2.76  0.00
H13 3.99 0.18 0.46  0.00
H14 -1.13 2.99 2.97  0.00
H15 4.26 -0.51 3.41  0.00
H16 3.79 1.19 1.90  0.00
H17 1.59 1.35 -1.63  0.00
H18 -3.71 -2.30 -6.08  0.00
H19 -1.61 4.68 1.45  0.00
H20 5.14 -0.08 -3.54  0.00
H21 3.14 -3.93 -1.79  0.00
H22 1.50 -3.71 3.99  0.00
H23 2.78 -3.31 -0.18  0.00
H24 3.32 -3.52 5.48  0.00
H25 -0.15 -3.64 0.95  0.00
H26 -3.78 4.71 2.53  0.00
H27 1.50 -3.42 -1.40  0.00
H28 -3.19 2.86 3.96  0.00
H29 -3.73 3.81 -0.08  -0.01
H30 3.70 -1.83 5.84  0.00
H31 4.79 -2.78 4.83  0.00